1.
Computed, not measured: a cluster of 2 separate species, C2H6N3O in total in a non-equilibrium geometry, with ωB97M-V/def2-TZVPD.

Last columns: bonded neighbours and bond lengths (Å).
Cartesian coordinates (Å):
1 C -1.47 0.04 0.24  N3 1.268, O6 1.159
2 C 0.67 -0.31 0.05  N4 1.280, N5 1.306
3 N -1.87 1.16 -0.20  C1 1.268, H7 0.975, H12 1.072
4 N 1.53 0.63 -0.06  C2 1.280, H8 1.017, H9 1.037
5 N 1.08 -1.55 -0.04  C2 1.306, H10 1.068, H11 1.004
6 O -1.91 -0.96 0.63  C1 1.159
7 H -2.84 1.04 -0.20  N3 0.975
8 H 2.53 0.62 0.09  N4 1.017
9 H 1.17 1.60 0.03  N4 1.037
10 H 2.11 -1.80 0.08  N5 1.068
11 H 0.53 -2.27 0.38  N5 1.004
12 H -1.53 1.80 -0.99  N3 1.072

LUMO level = -3.6 eV
frontier orbital gap = 11.19 eV
HOMO energy = -14.8 eV
ΔE to the lowest compared entry with this formula, charge and spin = 2.217 eV
total charge = +1

***

2.
Computed, not measured: a cluster of 2 separate species, C2H6N3O in total in a non-equilibrium geometry, with ωB97M-V/def2-TZVPD.

Last columns: bonded neighbours and bond lengths (Å).
Cartesian coordinates (Å):
1 C -2.25 -0.03 0.18  N3 1.162, O6 1.149
2 C 0.55 1.08 0.34  N4 1.243, H7 1.100, H8 1.121
3 N -2.52 1.05 -0.17  C1 1.162, H9 0.999
4 N 0.33 0.22 -0.53  C2 1.243, N5 1.477
5 N 0.58 -1.22 -0.36  N4 1.477, H10 1.095, H11 1.071, H12 1.084
6 O -2.10 -1.16 0.35  C1 1.149
7 H 0.36 2.14 0.12  C2 1.100
8 H 0.72 0.93 1.44  C2 1.121
9 H -3.09 1.84 0.05  N3 0.999
10 H 1.00 -1.46 -1.34  N5 1.095
11 H -0.39 -1.67 -0.31  N5 1.071
12 H 1.05 -1.79 0.44  N5 1.084

LUMO level = -4.0 eV
frontier orbital gap = 11.26 eV
HOMO energy = -15.3 eV
ΔE to the lowest compared entry with this formula, charge and spin = 3.497 eV
total charge = +1

***

3.
Computed, not measured: a cluster of 2 separate species, C2H6N3O2 in total in a non-equilibrium geometry, with ωB97M-V/def2-TZVPD.

Last columns: bonded neighbours and bond lengths (Å).
Cartesian coordinates (Å):
1 C -1.55 0.76 0.30  N5 1.456, H8 1.149, H9 1.063, H10 1.070
2 C 0.65 0.44 -0.65  N5 1.362, H11 1.037, H12 1.066
3 N -0.94 -1.09 -1.12  N5 1.277, O7 1.284
4 N 2.33 -0.65 1.10  O6 1.305, H13 1.066
5 N -0.64 0.01 -0.56  C1 1.456, C2 1.362, N3 1.277
6 O 3.54 -0.34 0.74  N4 1.305
7 O -2.13 -1.54 -0.94  N3 1.284
8 H -1.39 0.62 1.43  C1 1.149
9 H -1.46 1.80 0.10  C1 1.063
10 H -2.49 0.45 -0.11  C1 1.070
11 H 1.39 -0.22 -0.95  C2 1.037
12 H 0.65 1.40 -0.18  C2 1.066
13 H 2.05 -1.65 0.84  N4 1.066

LUMO level (spin up / spin down) = 3.8 / 3.8 eV
frontier orbital gap (spin up / spin down) = 6.53 / 5.59 eV
HOMO energy (spin up / spin down) = -2.7 / -1.8 eV
ΔE to the lowest compared entry with this formula, charge and spin = 8.812 eV
total charge = -1

***

4.
Computed, not measured: a cluster of 2 separate species, C2H6N3O3 in total in a non-equilibrium geometry, with ωB97M-V/def2-TZVPD.

Last columns: bonded neighbours and bond lengths (Å).
Cartesian coordinates (Å):
1 C 0.24 -1.06 -0.01  N3 1.109, N5 1.251
2 C -1.93 -0.42 0.14  N5 1.471, H9 1.148, H10 1.187, H11 1.030
3 N 0.66 -2.09 -0.10  C1 1.109, H12 1.014
4 N 3.30 0.12 0.05  O6 1.333, O7 1.188, O8 1.235
5 N -0.50 -0.08 0.22  C1 1.251, C2 1.471, H14 1.030
6 O 4.24 0.98 0.44  N4 1.333, H13 0.987
7 O 3.50 -0.96 -0.40  N4 1.188
8 O 2.16 0.60 0.15  N4 1.235
9 H -2.55 0.03 0.99  C2 1.148
10 H -2.16 -1.58 0.26  C2 1.187
11 H -2.34 -0.22 -0.78  C2 1.030
12 H 1.29 -2.80 -0.45  N3 1.014
13 H 3.84 1.88 0.44  O6 0.987
14 H -0.30 0.92 0.32  N5 1.030

LUMO level (spin up / spin down) = -3.7 / -8.0 eV
frontier orbital gap (spin up / spin down) = 7.85 / 7.91 eV
HOMO energy (spin up / spin down) = -11.6 / -15.9 eV
spin multiplicity = 3
ΔE to the lowest compared entry with this formula, charge and spin = 0.000 eV
total charge = +1

***

5.
Computed, not measured: a cluster of 2 separate species, C2H6N3OP in total in a non-equilibrium geometry, with ωB97M-V/def2-TZVPD.

Last columns: bonded neighbours and bond lengths (Å).
Cartesian coordinates (Å):
1 C -1.87 0.33 0.11  C2 1.349, N3 1.189
2 C -3.17 0.65 -0.01  C1 1.349, H8 1.037, H9 1.186
3 N -0.80 -0.17 0.28  C1 1.189, H11 0.976
4 N 1.83 -0.31 -1.71  P7 1.539, H10 1.060
5 N 1.96 -1.18 0.92  P7 1.642, H12 1.004, H13 1.127
6 O 2.33 1.34 0.37  P7 1.490
7 P 1.97 0.02 -0.21  N4 1.539, N5 1.642, O6 1.490
8 H -3.88 1.00 0.66  C2 1.037
9 H -3.62 0.37 -1.07  C2 1.186
10 H 2.09 0.55 -2.27  N4 1.060
11 H 0.08 0.24 0.30  N3 0.976
12 H 1.43 -2.00 0.68  N5 1.004
13 H 1.65 -0.83 1.94  N5 1.127

LUMO level = 0.2 eV
frontier orbital gap = 9.20 eV
HOMO energy = -9.0 eV
ΔE to the lowest compared entry with this formula, charge and spin = 0.602 eV

***

6.
Computed, not measured: the ion C2H6N3OS with charge +1 in a non-equilibrium geometry, with ωB97M-V/def2-TZVPD.

Last columns: bonded neighbours and bond lengths (Å).
Cartesian coordinates (Å):
1 C -0.71 0.27 -1.04  N3 1.402, N4 1.340, O6 1.225
2 C 0.43 0.45 1.09  N3 1.376, N5 1.458, H8 1.023, H9 0.997
3 N -0.16 1.04 0.00  C1 1.402, C2 1.376, H10 1.030
4 N 0.29 0.04 -1.90  C1 1.340, H11 1.019, H12 0.983
5 N -0.62 -0.47 1.50  C2 1.458, S7 1.488
6 O -1.86 -0.14 -1.07  C1 1.225
7 S -0.56 -1.95 1.65  N5 1.488, H13 1.368
8 H 1.28 -0.12 0.94  C2 1.023
9 H 0.64 1.15 1.76  C2 0.997
10 H -0.76 1.84 0.25  N3 1.030
11 H 1.17 0.56 -1.81  N4 1.019
12 H 0.13 -0.29 -2.81  N4 0.983
13 H 0.72 -2.37 1.43  S7 1.368

LUMO level (spin up / spin down) = -7.4 / -7.4 eV
frontier orbital gap (spin up / spin down) = 6.93 / 6.93 eV
HOMO energy (spin up / spin down) = -14.3 / -14.3 eV
ΔE to the lowest compared entry with this formula, charge and spin = 3.827 eV
total charge = +1

***

7.
Computed, not measured: an isolated molecule of C2H6N3P, with ωB97M-V/def2-TZVPD.

Last columns: bonded neighbours and bond lengths (Å).
Cartesian coordinates (Å):
1 C 0.13 1.12 0.43  C2 1.339, N3 1.384, H7 1.083
2 C -0.36 0.37 1.43  C1 1.339, P6 1.821, H8 1.078
3 N 0.29 0.68 -0.87  C1 1.384, N4 1.452, H9 1.011
4 N 0.40 -0.76 -0.99  N3 1.452, N5 1.405, H10 1.021
5 N -0.76 -1.42 -0.55  N4 1.405, P6 1.726, H11 1.024
6 P -0.98 -1.32 1.16  C2 1.821, N5 1.726, H12 1.405
7 H 0.38 2.17 0.57  C1 1.083
8 H -0.51 0.81 2.40  C2 1.078
9 H 1.03 1.14 -1.39  N3 1.011
10 H 0.53 -0.96 -1.98  N4 1.021
11 H -1.60 -1.14 -1.06  N5 1.024
12 H 0.23 -1.98 1.43  P6 1.405

LUMO level = 1.0 eV
frontier orbital gap = 8.83 eV
HOMO energy = -7.8 eV
ΔE to the lowest compared entry with this formula, charge and spin = 2.077 eV

***

8.
Computed, not measured: an isolated molecule of C2H6N3P3 in a non-equilibrium geometry, with ωB97M-V/def2-TZVPD.

Last columns: bonded neighbours and bond lengths (Å).
Cartesian coordinates (Å):
1 C -1.14 -0.44 1.81  C2 1.327, H9 1.115, H10 1.082
2 C -1.13 0.81 1.36  C1 1.327, P8 1.994, H11 1.095
3 N -0.40 1.99 -0.92  P6 1.567, P8 1.636
4 N 0.83 0.30 -2.47  P6 1.747, P7 1.782, H12 0.973
5 N 1.41 -0.04 -0.07  P7 1.656, P8 1.858, H13 1.051
6 P -0.34 1.60 -2.43  N3 1.567, N4 1.747
7 P 2.29 0.14 -1.46  N4 1.782, N5 1.656, H14 1.515
8 P 0.46 1.49 0.38  C2 1.994, N3 1.636, N5 1.858
9 H -2.15 -0.73 2.20  C1 1.115
10 H -0.44 -1.21 1.54  C1 1.082
11 H -1.93 1.54 1.54  C2 1.095
12 H 0.94 -0.24 -3.27  N4 0.973
13 H 2.14 -0.23 0.66  N5 1.051
14 H 2.39 -1.35 -1.71  P7 1.515

LUMO level = -0.2 eV
frontier orbital gap = 7.74 eV
HOMO energy = -8.0 eV
ΔE to the lowest compared entry with this formula, charge and spin = 0.222 eV

***

9.
Computed, not measured: the ion C2H6N3S with charge +1 in a non-equilibrium geometry, with ωB97M-V/def2-TZVPD.

Last columns: bonded neighbours and bond lengths (Å).
Cartesian coordinates (Å):
1 C -0.50 0.72 -0.08  C2 1.494, N4 1.493, H7 1.048, H8 1.049
2 C 0.80 1.45 -0.06  C1 1.494, S6 1.956, H9 1.006, H10 1.040
3 N 1.12 -1.15 -0.05  N4 1.351, S6 1.513
4 N -0.17 -0.74 -0.11  C1 1.493, N3 1.351, N5 1.296
5 N -1.10 -1.63 0.09  N4 1.296, H11 1.016, H12 0.996
6 S 2.10 -0.01 -0.21  C2 1.956, N3 1.513
7 H -1.08 0.88 0.78  C1 1.048
8 H -1.05 0.98 -0.94  C1 1.049
9 H 0.97 2.05 -0.85  C2 1.006
10 H 1.09 1.80 0.88  C2 1.040
11 H -1.08 -1.93 1.06  N5 1.016
12 H -1.12 -2.42 -0.52  N5 0.996

LUMO level = -6.0 eV
frontier orbital gap = 8.79 eV
HOMO energy = -14.8 eV
ΔE to the lowest compared entry with this formula, charge and spin = 3.422 eV
total charge = +1

***

10.
Computed, not measured: the ion C2H6N3S with charge +1 in a non-equilibrium geometry, with ωB97M-V/def2-TZVPD.

Last columns: bonded neighbours and bond lengths (Å).
Cartesian coordinates (Å):
1 C -0.94 -0.85 -0.31  C2 1.507, N4 1.495, S6 1.723
2 C 0.35 -0.11 -0.08  C1 1.507, N5 1.443, H7 1.149, H8 1.064
3 N -1.49 -1.65 -2.50  N4 1.193, H9 1.080
4 N -0.84 -1.76 -1.50  C1 1.495, N3 1.193
5 N 0.23 0.78 1.05  C2 1.443, H10 1.035, H12 1.071
6 S -2.26 -0.80 0.79  C1 1.723, H11 1.321
7 H 1.15 -0.88 0.22  C2 1.149
8 H 0.73 0.09 -1.05  C2 1.064
9 H -1.37 -2.46 -3.20  N3 1.080
10 H 1.11 0.89 1.57  N5 1.035
11 H -1.45 0.11 1.31  S6 1.321
12 H -0.11 1.77 0.80  N5 1.071

LUMO level (spin up / spin down) = -6.0 / -6.0 eV
frontier orbital gap (spin up / spin down) = 8.22 / 8.22 eV
HOMO energy (spin up / spin down) = -14.2 / -14.2 eV
ΔE to the lowest compared entry with this formula, charge and spin = 3.639 eV
total charge = +1